Record 1
Formula: C7H8NO5PS
Source: OMol25
Level of theory: wB97M-V/def2-TZVPD

Summary:
- energy relative to the best compared isomer or geometry (same formula, charge and spin) (kcal per mole) = 10.4
- net charge = 0
- frontier orbital gap (spin up / spin down) (eV) = 4.70 / 8.12
- HOMO energy (spin up / spin down) (eV) = -8.1 / -10.0

Atoms and positions in Å:
C: -2.2158 -0.7715 1.2051
C: -1.8503 0.4363 1.7518
C: -1.8874 -1.1122 -0.0766
C: -0.9366 1.1942 1.1021
C: -0.9312 -0.4155 -0.7559
C: -0.3960 0.7672 -0.0676
C: 0.8743 1.3336 -0.3994
N: 1.5145 2.4938 0.0208
O: 0.9961 3.2641 0.8302
O: 2.6727 2.7217 -0.3770
O: 4.1630 0.5873 -1.0440
O: 2.9765 -1.4059 -1.1976
O: 2.4023 0.0530 0.7662
P: 3.5143 -0.4970 -0.0577
S: 5.0315 -1.4276 1.0532
H: -2.8843 -1.3778 1.6635
H: -2.0314 0.8135 2.8567
H: -2.0804 -2.1366 -0.3785
H: -0.5212 2.0851 1.5106
H: -0.6426 -0.7357 -1.6960
H: 1.3577 0.9176 -1.2829
H: 3.8091 1.4163 -0.6096
H: 3.1412 -2.3854 -1.0834

Forces on the atoms, in the same order (eV/Å):
C -0.2 1.9 -0.2
C -0.3 0.7 3.4
C 1.4 -1.3 -0.5
C -0.2 0.6 0.6
C 0.3 2.6 2.4
C 1.0 -0.8 -1.9
C -0.4 -0.7 -2.8
N 0.2 0.8 1.3
O -0.4 -0.3 -0.2
O 0.0 -0.4 -0.5
O -0.4 0.1 1.9
O 0.0 -3.7 -0.6
O 1.3 -0.8 0.6
P 0.4 1.5 -0.1
S -0.9 0.4 -0.5
H -1.8 -1.8 1.8
H -0.3 -1.3 -2.4
H -0.6 0.3 -0.4
H 0.0 0.3 0.5
H 1.0 -0.4 -1.6
H 0.1 0.2 0.3
H 0.3 0.4 -0.9
H -0.4 1.6 -0.2

=====

Record 2
Formula: C25H33FN5O3S
Source: OMol25
Level of theory: wB97M-V/def2-TZVPD

Summary:
- net charge = +1
- frontier orbital gap (eV) = 7.50
- HOMO energy (eV) = -11.8

Atoms and positions in Å:
C: 3.9612 -1.9685 -1.1057
C: 3.4844 -1.2112 0.2268
C: 2.0745 -1.7758 0.7384
C: 1.3844 -0.6107 1.5712
C: -0.0120 -0.1669 0.9857
C: 0.0752 0.4486 -0.4867
N: -0.1711 1.9347 -0.5075
N: 0.8920 2.6686 -0.7523
C: 0.7228 4.0104 -0.7537
C: 1.9909 4.9062 -1.0809
C: 2.2080 4.7637 -2.6704
C: 2.8483 3.3720 -3.0839
F: 4.0325 3.5060 -3.8486
C: -0.5955 4.7189 -0.4841
N: -0.7156 6.1555 -0.4707
C: -1.2652 6.6098 -1.4972
S: -2.2963 7.2299 -2.5624
C: -1.7631 3.7974 -0.2298
N: -3.0790 4.3376 0.0535
C: -3.7007 4.6470 -0.9898
O: -4.3517 4.9118 -1.8968
C: -1.4708 2.3067 -0.2670
C: -2.6722 1.3411 -0.0281
C: -3.1148 0.5009 -1.3211
C: -4.6660 0.4824 -1.5938
C: -5.3125 1.9230 -1.8032
H: 3.1897 -1.7065 -1.8939
H: 4.9907 -1.6204 -1.4179
H: 3.9950 -3.0769 -0.8984
H: 3.4240 -0.1162 -0.0683
H: 4.2582 -1.3113 1.0357
H: 2.2849 -2.6884 1.3580
H: 1.4802 -2.0261 -0.1927
H: 2.0525 0.2978 1.5610
H: 1.1955 -0.9582 2.6316
H: -0.5412 0.5989 1.6372
H: -0.7173 -1.0522 0.9414
H: -0.5759 -0.0889 -1.2350
H: 1.1382 0.2580 -0.8331
H: 1.7357 5.9712 -0.8460
H: 2.8736 4.4962 -0.5238
H: 2.8301 5.6166 -3.0818
H: 1.1690 4.7789 -3.1288
H: 3.0492 2.7792 -2.1504
H: 2.1076 2.7935 -3.7188
H: -2.5010 0.6086 0.8161
H: -3.5818 1.9377 0.2892
H: -2.8040 -0.5732 -1.1211
H: -2.4911 0.8506 -2.1897
H: -4.8076 -0.0558 -2.5850
H: -5.2500 -0.1426 -0.8485
H: -4.6037 2.5020 -2.4742
H: -5.4586 2.4526 -0.8116
H: -6.2763 1.7840 -2.3607
C: 0.7661 -7.8725 4.6014
C: 1.4247 -8.0345 3.3880
C: 1.3508 -7.0432 2.4194
C: 0.6175 -5.8916 2.6792
C: -0.0501 -5.7248 3.8865
C: 0.0264 -6.7218 4.8490
N: 0.5577 -4.8319 1.6686
O: 1.1391 -5.0184 0.6137
O: -0.0684 -3.8176 1.9410
H: 0.8304 -8.6465 5.3583
H: 1.9989 -8.9337 3.1989
H: 1.8677 -7.1796 1.4777
H: -0.6265 -4.8311 4.0909
H: -0.4877 -6.6013 5.7951

Forces on the atoms, in the same order (eV/Å):
C -0.3 0.4 1.1
C 0.2 -0.6 -1.0
C 1.2 1.5 -0.5
C -0.8 -0.3 0.0
C -0.8 0.0 -0.2
C 1.4 -1.5 0.2
N -2.4 -1.7 0.3
N -1.0 2.7 0.2
C -0.5 1.5 0.6
C -1.0 -1.1 -1.1
C -0.1 -0.2 0.0
C -0.6 -0.1 0.0
F -1.1 0.1 0.9
C -0.5 -3.8 0.4
N -0.1 -1.6 -2.2
C -2.2 1.0 0.2
S 2.4 -0.9 1.5
C 3.2 0.2 -0.5
N 1.1 -0.5 -2.0
C 0.1 -0.4 1.3
O 0.0 0.2 0.1
C -0.5 3.1 0.4
C -0.5 -0.4 0.0
C 0.4 -0.8 0.7
C -0.2 0.2 -1.0
C 0.8 -0.8 0.0
H 1.1 -0.6 0.7
H -1.2 -0.4 0.2
H -0.1 1.1 -0.5
H -0.1 -1.1 0.6
H -0.7 0.2 -0.7
H -0.6 0.9 -0.8
H 0.4 0.0 1.2
H -0.6 -1.0 0.3
H 0.3 0.6 -1.1
H 0.9 -0.9 -0.5
H 0.9 0.8 0.1
H 0.4 1.0 0.9
H -1.3 0.7 0.2
H 0.5 -1.1 0.1
H -0.8 0.6 -0.4
H -0.8 -1.0 0.5
H 1.3 0.4 0.3
H 0.2 0.4 -1.0
H 1.0 0.6 0.7
H 0.2 1.0 -0.9
H 1.4 -0.3 -0.3
H -0.3 1.2 -0.4
H -1.0 -0.2 0.5
H 0.3 0.5 1.2
H 0.9 0.9 -0.6
H -1.0 -0.5 0.8
H 0.0 -0.5 -1.3
H 0.8 0.4 0.8
C 0.0 0.0 0.0
C -0.1 0.1 0.1
C 0.1 -0.1 -0.2
C 0.0 -0.4 0.4
C -0.1 0.2 0.1
C 0.1 -0.1 -0.1
N 0.0 0.1 -0.2
O -0.2 0.1 0.3
O 0.1 -0.2 -0.1
H 0.0 0.1 -0.1
H 0.0 0.1 0.0
H -0.1 0.2 0.0
H 0.1 0.0 -0.2
H 0.0 0.0 -0.1